{
  "formula": "C31H31HgN9S",
  "method": "ωB97M-V with the def2-TZVPD basis set",
  "spin_multiplicity": 2,
  "charge": -1,
  "lumo_ev": [2.46, 2.45],
  "orbital_gap_ev": [4.012, 6.206],
  "fmax_ev_per_a": 0.69,
  "total_energy_ha": -2244.3811,
  "homo_energy_ev": [-1.552, -3.752],
  "symbols": ["Hg", "S", "N", "N", "N", "N", "N", "N", "N", "N", "N", "C", "C", "C", "C", "C", "C", "C", "C", "C", "C", "C", "C", "C", "C", "C", "C", "C", "C", "C", "C", "C", "C", "C", "C", "C", "C", "C", "C", "C", "C", "C", "H", "H", "H", "H", "H", "H", "H", "H", "H", "H", "H", "H", "H", "H", "H", "H", "H", "H", "H", "H", "H", "H", "H", "H", "H", "H", "H", "H", "H", "H", "H"],
  "positions_angstrom": [[-0.8072, -0.5868, -0.3036], [-3.1156, -1.7827, -0.2442], [-1.2410, -3.7587, 0.2075], [-0.2951, -2.7852, 0.3606], [-3.3328, -4.4248, -0.3779], [-3.5868, 2.3341, -0.9299], [1.5467, -0.8270, 0.6660], [-1.2078, 2.3987, 0.7574], [-0.4090, 0.2794, 2.2449], [-2.4141, 3.5711, -2.3640], [1.4238, 1.2251, 3.0656], [4.0058, -1.3473, 1.8826], [0.0397, 2.5738, 1.4592], [-3.6333, 2.9100, -4.4909], [-4.0919, 2.1514, -2.2073], [-2.5926, 3.1529, -1.0683], [2.3663, -0.3329, -2.4476], [-2.4315, -3.3871, -0.1118], [0.8474, -3.1096, 0.9584], [0.3346, 1.3406, 2.2459], [-4.6560, 2.0798, -4.9130], [3.6749, 0.1163, -2.4870], [-0.1532, -1.9127, 3.4503], [1.3759, -0.0402, 3.6253], [3.6982, -0.0511, 1.4090], [2.9078, 2.3785, -2.3461], [-5.3801, 1.2924, -4.0060], [1.8251, -1.9970, 4.8595], [-5.1110, 1.3130, -2.6506], [-3.3663, 2.9232, -3.1275], [-0.1051, 0.0791, -2.3058], [0.2115, -0.6156, 3.1063], [1.2880, 0.5580, -2.3571], [1.5966, 1.9237, -2.3060], [3.9602, 1.4774, -2.4398], [2.4614, 0.1200, 0.8075], [2.2062, -0.7130, 4.5113], [1.8301, -2.0996, 1.1175], [-1.6976, 3.5709, 0.0592], [3.0917, -2.3536, 1.7395], [0.6648, -2.5863, 4.3382], [1.1079, -4.4923, 1.5047], [-3.0543, 3.4981, -5.1917], [-5.6333, 0.6771, -1.9477], [4.4037, 0.7671, 1.4770], [-4.2953, -4.1686, -0.2309], [3.1192, -0.2723, 4.8913], [-1.0338, -2.3642, 3.0109], [4.9656, -1.5487, 2.3458], [-0.8420, 4.1299, -0.3277], [0.7804, 2.6330, -2.2218], [1.3425, -4.4460, 2.5733], [-1.6611, 4.1396, -2.7064], [0.0303, 3.4348, 2.1505], [4.4865, -0.6001, -2.5372], [-6.1535, 0.6362, -4.3848], [4.9845, 1.8289, -2.4668], [2.1565, -1.3965, -2.4546], [-0.8017, 0.8232, -2.6861], [0.8493, 2.7497, 0.7412], [2.1952, 1.0916, 0.3876], [3.3296, -3.3509, 2.0839], [-4.8916, 2.0278, -5.9683], [1.9519, -4.9736, 1.0010], [3.1136, 3.4436, -2.3115], [2.1995, 1.8616, 3.1025], [-1.9086, 1.9878, 1.3604], [0.2259, -5.1080, 1.3594], [2.4464, -2.5624, 5.5424], [-0.2351, -0.8520, -2.8569], [0.4166, -3.6005, 4.6253], [-3.0604, -5.3030, 0.0378], [-2.2631, 4.2511, 0.7101]],
  "forces_ev_per_angstrom": [[0.06, -0.24, -0.64], [0.07, 0.12, 0.09], [0.24, -0.26, 0.08], [-0.05, 0.07, 0.16], [-0.05, 0.03, -0.13], [-0.10, -0.04, 0.09], [0.60, 0.00, -0.10], [0.11, 0.06, -0.16], [-0.51, 0.15, 0.20], [0.02, 0.00, 0.01], [-0.36, 0.17, 0.39], [-0.06, -0.06, -0.16], [-0.11, 0.15, 0.13], [0.01, -0.02, 0.01], [0.08, -0.02, -0.07], [0.08, 0.00, -0.02], [0.00, 0.02, 0.03], [-0.18, 0.06, 0.14], [0.05, -0.11, -0.14], [0.05, 0.00, 0.30], [0.02, 0.06, 0.02], [-0.01, 0.04, 0.02], [-0.09, 0.08, 0.15], [-0.15, 0.13, 0.06], [0.13, -0.06, -0.04], [-0.03, -0.01, 0.00], [-0.06, -0.05, 0.00], [0.01, 0.14, 0.00], [0.03, 0.02, -0.01], [-0.02, -0.05, 0.05], [-0.04, 0.22, 0.20], [-0.04, 0.07, 0.15], [-0.09, 0.01, -0.03], [0.08, -0.03, 0.03], [0.01, 0.00, 0.02], [0.22, -0.32, -0.44], [-0.05, 0.00, 0.11], [0.18, -0.23, -0.09], [-0.01, -0.09, 0.02], [0.04, 0.04, -0.15], [-0.06, 0.02, 0.07], [-0.01, 0.12, -0.11], [-0.02, 0.00, -0.01], [-0.01, 0.02, -0.03], [0.01, 0.01, -0.06], [0.00, 0.00, 0.06], [-0.01, 0.01, -0.02], [0.02, 0.00, 0.03], [0.00, 0.00, 0.03], [-0.01, -0.02, -0.07], [-0.07, 0.07, -0.02], [0.02, -0.03, -0.07], [0.05, -0.03, 0.02], [0.06, 0.02, 0.04], [-0.02, -0.01, 0.00], [0.00, 0.01, 0.01], [-0.01, -0.01, 0.00], [0.02, -0.01, 0.00], [-0.08, 0.04, -0.04], [-0.06, 0.01, -0.05], [0.09, -0.12, -0.02], [-0.02, 0.00, 0.02], [-0.01, -0.02, 0.00], [0.00, 0.02, 0.00], [-0.03, 0.00, 0.01], [0.01, -0.08, -0.03], [-0.06, -0.12, -0.13], [-0.02, -0.03, 0.00], [0.01, -0.03, 0.00], [0.00, 0.02, -0.04], [-0.01, 0.01, 0.02], [0.04, 0.01, 0.03], [0.05, 0.11, 0.05]],
  "lowdin_spin": [0.0062, 0.0205, -0.0069, 0.2312, 0.0297, 0.0000, 0.1166, 0.0003, 0.0057, 0.0000, 0.0023, 0.0590, 0.0008, 0.0000, 0.0000, 0.0000, 0.0000, 0.0693, 0.0966, 0.0054, 0.0000, 0.0003, -0.0007, 0.0015, 0.1176, 0.0011, 0.0000, -0.0007, 0.0001, 0.0000, -0.0005, 0.0022, 0.0011, 0.0001, 0.0004, 0.0045, 0.0073, 0.1408, 0.0000, 0.0452, 0.0046, 0.0096, 0.0000, 0.0000, 0.0105, 0.0031, 0.0006, -0.0001, 0.0018, 0.0000, 0.0000, 0.0036, 0.0000, 0.0003, 0.0001, 0.0000, 0.0000, 0.0001, 0.0000, 0.0003, -0.0017, 0.0029, 0.0000, 0.0035, 0.0001, 0.0016, 0.0001, -0.0003, 0.0000, 0.0000, 0.0008, 0.0018, 0.0000]
}



{
  "formula": "C31H31IMoN5O5Se",
  "method": "ωB97M-V with the def2-TZVPD basis set",
  "charge": -1,
  "lumo_ev": 1.63,
  "orbital_gap_ev": 6.961,
  "fmax_ev_per_a": 0.55,
  "total_energy_ha": -4617.4605,
  "homo_energy_ev": -5.334,
  "symbols": ["I", "Mo", "Se", "O", "O", "O", "O", "O", "N", "N", "N", "N", "N", "C", "C", "C", "C", "C", "C", "C", "C", "C", "C", "C", "C", "C", "C", "C", "C", "C", "C", "C", "C", "C", "C", "C", "C", "C", "C", "C", "C", "C", "C", "C", "H", "H", "H", "H", "H", "H", "H", "H", "H", "H", "H", "H", "H", "H", "H", "H", "H", "H", "H", "H", "H", "H", "H", "H", "H", "H", "H", "H", "H", "H", "H"],
  "positions_angstrom": [[-1.8013, 2.1056, 1.1696], [-0.1617, 0.8044, -0.9205], [-2.4554, -2.9916, 1.0844], [2.5880, 3.0263, 1.1097], [1.2498, 2.2249, -0.4912], [2.9779, -2.6732, 4.3330], [4.0018, -0.6736, 4.5997], [0.7041, 4.3438, -2.0886], [1.0016, -0.0645, 0.6509], [-1.8637, 1.4213, -2.1909], [-0.9450, -2.7182, 3.5357], [-1.9845, -0.9052, 2.9505], [0.5448, -0.2057, -2.1043], [2.5802, 0.3717, 2.3805], [-0.5931, 4.6628, -1.6224], [0.4549, -0.5769, 6.2249], [0.5396, -2.1615, -3.5088], [2.5205, -0.9605, 2.7824], [-1.5461, 4.7401, -2.8058], [-2.5526, 0.4279, -1.6294], [-0.5971, -1.7374, 4.4653], [-0.2044, 0.5949, 5.8405], [1.2414, -3.0041, -4.3591], [3.2198, -1.6602, -4.1186], [-2.4799, 2.3690, -2.8930], [-4.5846, 1.2987, -2.4234], [-1.7642, -2.1894, 2.5998], [3.2776, -1.4972, 4.0247], [0.9634, -1.3512, 1.0033], [1.2103, -1.0544, -2.9714], [1.8303, 0.7722, 1.2911], [-3.8680, 2.3258, -3.0124], [-0.8961, -2.4181, -3.1513], [-3.9187, 0.3031, -1.7166], [-0.4734, -4.0858, 3.6021], [2.5723, -2.7580, -4.6645], [1.9214, 2.1337, 0.6490], [3.2448, 0.3870, -2.6386], [-1.0696, 0.6222, 4.7589], [2.5557, -0.7905, -3.2634], [-1.2459, -0.5718, 4.0771], [0.2687, -1.7702, 5.5470], [-1.6362, 3.4107, -3.5620], [1.7345, -1.8310, 2.0386], [4.1999, 0.5785, -3.1266], [2.6294, 1.2856, -2.6913], [-0.0112, 1.5105, 6.3837], [-0.9409, 3.9168, -0.9028], [0.2864, -1.9829, 0.4419], [-2.5345, 5.0606, -2.4618], [4.2606, -1.4716, -4.3540], [-0.9771, -4.6127, 4.4143], [-1.2652, -3.3115, -3.6537], [1.1609, -0.5450, 7.0433], [3.4353, 0.2040, -1.5779], [0.7377, -3.8659, -4.7813], [-0.6250, 3.0166, -3.6732], [-0.5863, 5.6294, -1.1043], [-1.9937, -0.3501, -1.0465], [3.2177, 1.0715, 2.9025], [-0.7038, -4.5710, 2.6572], [0.8395, -2.6533, 5.7934], [0.6019, -4.0807, 3.7867], [1.7228, -2.8769, 2.3065], [-5.6631, 1.2710, -2.5129], [-4.3723, 3.1005, -3.5751], [-1.5514, 1.5329, 4.4327], [-1.0158, -2.5574, -2.0731], [3.1070, -3.4266, -5.3273], [-2.0459, 3.5788, -4.5609], [-2.4248, -0.2437, 2.3262], [-1.5282, -1.5755, -3.4406], [-4.4271, -0.5148, -1.2270], [1.0848, 3.6853, -1.4826], [-1.1790, 5.5022, -3.4979]],
  "forces_ev_per_angstrom": [[-0.08, -0.04, 0.04], [0.25, 0.02, 0.23], [0.00, -0.01, 0.01], [-0.03, -0.02, -0.02], [-0.08, -0.14, -0.01], [0.11, -0.06, -0.13], [0.14, -0.02, -0.10], [-0.15, 0.20, -0.14], [-0.02, 0.03, 0.00], [-0.01, -0.03, 0.23], [-0.03, -0.04, 0.07], [0.13, -0.04, -0.04], [0.09, 0.02, -0.12], [0.04, 0.02, -0.02], [0.09, 0.01, -0.04], [0.01, -0.01, 0.01], [-0.01, -0.01, 0.01], [0.11, -0.08, -0.09], [0.02, 0.02, 0.02], [-0.17, -0.10, -0.06], [0.04, 0.00, -0.03], [0.00, -0.01, 0.00], [0.00, 0.00, -0.01], [0.00, 0.01, -0.01], [0.05, 0.01, -0.12], [0.02, 0.01, 0.00], [-0.08, 0.02, -0.01], [-0.41, 0.13, 0.34], [0.01, 0.01, 0.02], [-0.04, -0.07, 0.04], [0.00, -0.03, -0.02], [-0.02, -0.03, -0.01], [0.01, 0.00, 0.00], [0.02, 0.00, -0.03], [0.01, 0.04, 0.00], [0.00, 0.00, 0.00], [0.10, 0.01, 0.10], [0.01, -0.01, 0.00], [0.02, 0.00, -0.01], [0.00, 0.01, -0.01], [-0.04, -0.01, 0.01], [0.03, 0.01, -0.04], [-0.04, 0.02, -0.05], [-0.05, 0.02, 0.00], [0.00, -0.01, 0.01], [0.00, 0.01, -0.01], [0.00, 0.00, 0.00], [0.00, 0.03, -0.02], [-0.01, 0.00, 0.00], [-0.01, -0.01, 0.00], [0.00, 0.00, 0.00], [0.00, -0.01, -0.01], [0.00, 0.00, 0.00], [0.00, 0.00, -0.01], [-0.01, 0.01, 0.00], [0.00, 0.00, 0.00], [0.00, 0.00, -0.01], [0.00, 0.00, 0.01], [-0.10, 0.06, -0.04], [0.00, 0.00, 0.01], [0.03, 0.00, -0.01], [0.01, 0.00, 0.01], [0.01, 0.00, -0.01], [0.00, 0.00, 0.02], [0.00, 0.00, 0.00], [0.00, 0.00, 0.00], [0.00, 0.00, 0.00], [-0.01, 0.00, 0.00], [0.00, 0.00, 0.00], [-0.01, 0.01, 0.00], [-0.01, 0.05, -0.02], [0.00, 0.00, -0.01], [0.00, 0.00, 0.00], [0.05, -0.03, 0.06], [0.01, 0.00, 0.01]],
  "mulliken_charge": [-0.6257, 0.6641, -0.3274, -0.6908, -0.1922, -0.7229, -0.7478, -0.6205, 0.7054, 0.2815, 0.3691, 0.1961, -0.0816, -0.9856, 0.2529, -0.5273, 0.6885, 0.4291, -0.7184, -0.5839, 0.8026, -0.5727, -0.8846, -0.8790, 0.4202, -0.4536, -0.3586, 0.4039, -0.6562, 0.2256, 0.4425, -0.4288, -0.9359, -0.8955, -1.0585, -0.7608, -0.0153, -1.0747, -0.8204, 0.8421, 0.4599, -0.7336, -1.1909, -0.9577, 0.4508, 0.1573, 0.3801, -0.3845, 0.5844, 0.3575, 0.4036, 0.3311, 0.4206, 0.3824, 0.1416, 0.3772, 0.2126, 0.3158, 1.0243, 0.6107, 0.2491, 0.3089, 0.3938, 0.6743, 0.4035, 0.4826, 0.3988, 0.1428, 0.3849, 0.4598, 0.0665, 0.1219, 0.5651, 0.5071, 0.3927]
}



{
  "formula": "C31H31MnN4O3S3",
  "method": "ωB97M-V with the def2-TZVPD basis set",
  "spin_multiplicity": 4,
  "charge": 3,
  "lumo_ev": [-11.01, -9.54],
  "orbital_gap_ev": [5.579, 7.056],
  "fmax_ev_per_a": 0.49,
  "total_energy_ha": -3989.2698,
  "homo_energy_ev": [-16.588, -16.599],
  "symbols": ["Mn", "S", "S", "S", "O", "O", "O", "N", "N", "N", "N", "C", "C", "C", "C", "C", "C", "C", "C", "C", "C", "C", "C", "C", "C", "C", "C", "C", "C", "C", "C", "C", "C", "C", "C", "C", "C", "C", "C", "C", "C", "C", "H", "H", "H", "H", "H", "H", "H", "H", "H", "H", "H", "H", "H", "H", "H", "H", "H", "H", "H", "H", "H", "H", "H", "H", "H", "H", "H", "H", "H", "H", "H"],
  "positions_angstrom": [[-0.3349, -0.4507, 0.3467], [1.8796, -1.1692, -2.1469], [-1.5249, 0.9077, -1.1114], [0.4245, 2.6736, 0.7255], [-1.3207, -1.8481, -0.4070], [0.9207, -0.5768, -1.0841], [0.5083, 1.1328, 0.9868], [-0.4930, -1.5914, 3.4782], [-2.1449, -1.6377, -1.4661], [-1.7655, -0.4266, 1.8338], [0.9923, -1.4663, 1.6613], [1.8191, -1.8818, 3.8758], [-3.2671, -0.2198, -2.9559], [3.3340, -1.8946, 2.0437], [-0.3179, -2.2496, -5.9028], [-1.6863, -1.1902, 2.9394], [0.6467, 3.3501, 2.3435], [0.7874, -1.6279, 2.9687], [1.9841, 3.1224, -0.1203], [0.8882, 4.7156, 2.4402], [0.1731, -0.5807, -4.2364], [-4.1384, -0.2053, 2.2079], [0.4803, 2.5390, 3.4562], [2.8599, 0.2859, -2.6493], [-0.4618, -0.9512, -5.4068], [-3.5928, -2.6023, -3.0326], [-3.0046, 0.0706, 1.5110], [3.1009, -2.0136, 3.4158], [2.7197, 1.9101, -0.6930], [-2.3732, -0.3964, -1.9098], [-4.0558, -1.0720, 3.3016], [-3.8806, -1.3260, -3.5139], [0.5901, 3.1222, 4.7110], [0.4505, -3.1869, -5.2309], [0.9443, -1.5378, -3.5723], [2.2900, 1.6041, -2.1280], [1.0911, -2.8358, -4.0479], [0.9905, 5.2747, 3.7036], [-2.8313, -1.5501, 3.6649], [-2.7128, -2.7417, -1.9928], [2.2793, -1.6163, 1.2267], [0.8460, 4.4803, 4.8341], [-4.5829, -1.1981, -4.3278], [0.5641, -4.1872, -5.6266], [2.6361, 2.4008, -2.7894], [-0.8004, -2.5226, -6.8325], [3.8634, 0.0988, -2.2638], [2.8979, 0.2339, -3.7360], [0.2777, 1.4833, 3.3488], [1.5876, -1.9779, 4.9286], [-2.7166, -2.2013, 4.5216], [2.5732, 3.6713, 0.6126], [1.6645, 3.8084, -0.9063], [1.1999, 1.5933, -2.2019], [-5.0705, 0.2531, 1.9105], [-1.0488, -0.2250, -5.9547], [2.5519, 1.0471, -0.0504], [-4.9388, -1.3501, 3.8623], [-4.0532, -3.4860, -3.4509], [2.4298, -1.5359, 0.1704], [0.9296, 4.9255, 5.8160], [3.7904, 2.1162, -0.6535], [-2.4265, -3.6759, -1.5331], [-0.5773, -1.9763, 4.4074], [0.0902, 0.4329, -3.8603], [1.1796, 6.3347, 3.8036], [3.9118, -2.2124, 4.1049], [-3.0382, 0.7500, 0.6828], [-3.4669, 0.7811, -3.3149], [0.9836, 5.3450, 1.5623], [4.3197, -2.0271, 1.6217], [1.7027, -3.5556, -3.5170], [0.4720, 2.5133, 5.5974]],
  "forces_ev_per_angstrom": [[-0.15, 0.16, -0.27], [0.06, -0.15, 0.23], [-0.08, -0.20, -0.19], [-0.33, -0.23, -0.18], [0.04, 0.11, 0.05], [0.04, 0.23, 0.11], [0.16, 0.02, 0.12], [0.06, -0.04, -0.03], [0.22, -0.33, 0.29], [-0.05, -0.10, -0.25], [0.29, 0.08, -0.16], [0.02, -0.08, 0.10], [-0.08, -0.03, -0.11], [0.05, -0.04, 0.05], [-0.01, 0.04, 0.01], [0.03, 0.15, -0.04], [0.01, -0.01, 0.05], [-0.23, 0.00, -0.04], [0.12, -0.04, 0.09], [-0.04, 0.01, 0.03], [0.01, -0.08, -0.08], [-0.07, 0.02, 0.07], [0.02, 0.11, 0.04], [-0.09, 0.09, 0.03], [-0.01, -0.01, 0.00], [-0.01, -0.08, 0.00], [0.23, -0.03, 0.21], [0.10, -0.01, 0.03], [-0.05, 0.06, -0.03], [0.12, 0.22, 0.11], [-0.16, -0.01, 0.04], [0.00, 0.10, -0.04], [-0.01, -0.03, 0.01], [0.00, -0.02, 0.02], [-0.08, 0.06, -0.08], [0.03, -0.03, -0.05], [-0.11, -0.01, -0.09], [0.02, 0.04, 0.00], [0.02, -0.01, 0.12], [-0.05, 0.09, -0.08], [-0.29, -0.06, 0.10], [0.00, -0.01, -0.01], [0.01, 0.00, 0.02], [0.00, 0.02, -0.01], [0.03, -0.02, -0.01], [0.00, 0.01, 0.01], [0.00, 0.01, 0.00], [0.03, 0.05, -0.01], [0.01, -0.01, -0.01], [0.01, 0.00, -0.01], [-0.02, 0.00, -0.01], [0.04, -0.07, 0.00], [0.07, 0.04, 0.01], [0.00, 0.02, 0.00], [0.01, -0.03, 0.00], [0.01, -0.02, 0.00], [0.05, -0.01, 0.05], [0.01, 0.01, -0.01], [-0.01, 0.03, -0.01], [0.03, 0.03, -0.03], [-0.01, 0.00, 0.00], [-0.01, 0.07, -0.07], [0.01, 0.01, 0.02], [0.01, 0.01, -0.02], [0.01, -0.04, 0.00], [0.00, 0.00, 0.00], [-0.01, 0.00, -0.02], [-0.01, 0.00, -0.10], [-0.01, -0.02, 0.00], [0.00, -0.03, 0.01], [0.00, 0.01, 0.02], [0.00, 0.03, -0.01], [0.01, 0.01, -0.01]],
  "lowdin_spin": [3.1915, 0.0093, -0.2366, 0.0108, 0.0121, 0.0368, 0.0321, 0.0029, 0.0045, -0.0623, 0.0063, -0.0006, -0.0069, 0.0000, -0.0004, -0.0021, -0.0001, 0.0048, 0.0025, -0.0001, 0.0008, -0.0002, 0.0005, 0.0010, 0.0002, 0.0011, -0.0014, 0.0042, 0.0010, -0.0209, 0.0043, 0.0020, 0.0002, 0.0003, 0.0036, 0.0012, 0.0001, -0.0002, -0.0028, 0.0005, 0.0016, 0.0001, -0.0001, 0.0000, 0.0001, 0.0000, -0.0002, 0.0000, 0.0002, -0.0001, -0.0007, -0.0001, 0.0003, 0.0011, -0.0001, 0.0001, 0.0002, 0.0000, -0.0001, -0.0004, 0.0000, 0.0000, -0.0004, 0.0001, 0.0004, 0.0000, 0.0001, -0.0002, -0.0019, 0.0000, 0.0000, 0.0001, 0.0000]
}